{
  "formula": "C18H16N4O6S",
  "method": "ωB97M-V/def2-TZVPD",
  "e_tot_ha": -1763.90548,
  "e_homo_ha": -0.33850,
  "relative_energy_kcal_mol": 0.0,
  "smiles": "O=C(NO[C@@H]1CCCCO1)c1ccc(Sc2ccc([N+](=O)[O-])c3nonc23)cc1",
  "elements": ["O", "O", "O", "N", "N", "O", "O", "O", "S", "C", "C", "C", "C", "C", "C", "C", "C", "C", "C", "C", "C", "C", "N", "N", "C", "C", "C", "C", "C", "H", "H", "H", "H", "H", "H", "H", "H", "H", "H", "H", "H", "H", "H", "H", "H"],
  "coordinates": [[1.7685, -1.6198, -1.4995], [-1.4848, 1.8696, 8.4785], [-0.4101, 3.1639, 7.1248], [-2.1327, 1.7978, 2.7037], [-1.3109, 3.1664, 4.3491], [-1.5374, 3.0517, 2.9535], [1.6962, 0.3479, -3.4839], [3.0147, 1.8751, -2.3014], [-3.4161, -1.1010, 2.8689], [0.8665, -0.7863, -1.4183], [-2.5115, -0.5070, 0.3337], [-0.9134, -1.5407, 1.8381], [-1.5143, -0.4632, -0.6464], [0.0930, -1.4539, 0.8554], [-2.7024, -0.5061, 5.4294], [-2.2129, 0.2583, 6.4808], [-2.2205, -1.0729, 1.5994], [-0.1717, -0.8933, -0.4074], [-2.6858, -0.0829, 4.0992], [-1.7045, 1.5392, 6.2460], [-2.1934, 1.2036, 3.8608], [-1.6725, 2.0161, 4.8930], [0.8570, 0.2630, -2.3151], [-1.1735, 2.2473, 7.3427], [4.0899, 1.0110, -1.8842], [2.3506, 1.5786, -3.5400], [5.2164, 0.9504, -2.9089], [3.3629, 1.5329, -4.6636], [4.5941, 0.6217, -4.3127], [-3.5125, -0.1504, 0.1693], [-0.6193, -1.8714, 2.8256], [-1.7863, -0.0337, -1.5896], [1.0898, -1.8388, 1.0680], [-3.0602, -1.5096, 5.6927], [-2.2746, -0.1974, 7.4542], [0.2615, 1.0559, -2.0658], [4.4799, 1.3732, -0.8887], [3.7499, -0.0161, -1.7372], [1.6282, 2.3842, -3.7515], [5.9214, 0.1676, -2.6233], [5.7074, 1.9402, -2.9312], [2.9188, 1.1258, -5.5753], [3.7273, 2.5545, -4.8771], [5.3537, 0.8005, -5.1098], [4.2865, -0.4388, -4.3229]],
  "atomic_forces_ev_per_a": [[-0.774, 0.160, 0.432], [0.093, 0.195, -0.957], [-0.090, 0.092, -0.322], [0.938, 1.869, -0.358], [0.330, 0.073, -1.055], [-1.142, -2.598, 2.826], [-1.402, -1.168, 1.776], [-0.481, 0.278, -0.267], [-0.611, -0.141, 0.445], [3.500, -0.742, -2.310], [0.948, -1.053, 0.758], [0.198, 0.571, -0.725], [0.531, -0.005, 0.796], [-0.380, 0.068, -0.138], [-0.426, -0.995, -2.043], [0.553, 2.235, -0.174], [1.622, 0.531, -1.333], [-2.867, 0.467, 1.375], [-0.760, -1.869, 1.648], [-0.918, -2.276, -0.378], [0.321, 0.393, -0.830], [0.200, 1.373, -0.441], [-1.102, 0.479, 0.204], [0.566, 0.602, 2.166], [0.491, -0.286, 0.287], [1.544, 0.844, 0.968], [-0.875, 0.651, -0.877], [1.116, -0.830, -0.109], [0.223, 0.579, 0.151], [-0.115, 0.195, -0.278], [-0.188, -0.269, -0.002], [0.040, 0.082, -0.464], [-0.210, 0.198, -0.058], [0.071, 0.436, -0.435], [0.295, 0.443, 0.315], [0.500, -0.076, -0.824], [-0.705, -0.058, -1.083], [-0.452, 0.037, 0.091], [0.132, -0.072, 0.630], [0.095, 0.187, -0.010], [0.047, -0.463, -0.120], [-0.153, 0.200, 0.041], [-0.349, -0.377, 0.220], [-0.481, -0.386, 0.550], [0.129, 0.426, -0.088]],
  "mulliken_charge": [-0.6191, -0.5954, -0.5360, -0.3386, -0.4818, -0.1088, -0.2755, -0.3995, -0.2078, 0.1966, -0.3060, -0.2894, -0.5274, -0.6833, -0.4267, -0.6217, 0.2040, 0.4049, -0.1652, -0.3476, 0.9553, 0.8221, -0.1553, 0.8996, -0.2723, 0.3086, -0.6144, -0.8188, -0.6393, 0.4532, 0.4058, 0.4527, 0.4447, 0.4119, 0.4693, 0.2966, 0.3357, 0.1467, 0.2618, 0.3658, 0.2735, 0.3493, 0.3561, 0.3099, 0.3056]
}